Model 1:
Molecular formula: C13H17N3O5
Method: DFT, ωB97M-V/def2-TZVPD

Geometry (Å):
C 0.03 -1.34 -0.57
C 1.19 -1.82 0.54
C -1.11 -2.23 -0.35
C -2.36 -1.91 -1.25
C 2.48 0.48 0.21
C 3.96 0.61 -0.02
C 1.86 1.58 1.05
C 0.38 1.61 0.86
C -0.28 1.99 -0.29
C -0.53 1.11 1.76
C -1.66 1.89 -0.45
C -1.96 1.10 1.73
C -2.57 1.44 0.51
H 0.02 -1.64 -2.62
H 1.21 -2.35 -1.59
H -0.23 -0.29 -0.30
H -0.93 -3.31 -0.41
H -1.60 -2.11 0.72
H -4.16 -1.26 -1.41
H -3.26 -0.83 0.21
H 2.78 -1.18 1.64
H 1.99 0.43 -0.80
H 2.28 2.54 0.60
H 2.14 1.44 2.19
H 0.26 2.73 -0.99
H -0.14 0.89 2.79
H -2.22 2.30 -1.19
H -2.50 0.68 2.55
H -4.06 1.48 -0.67
H 5.14 1.49 -0.98
N 0.68 -1.50 -1.91
N -3.37 -1.22 -0.74
N 2.17 -0.92 0.81
O 1.26 -2.95 0.97
O -2.17 -2.18 -2.42
O 4.95 0.13 0.60
O -3.88 1.66 0.31
O 4.20 1.45 -1.06

Highest occupied orbital energy, eV: -9.33
SMILES: NC(=O)C[C@H](N)C(=O)N[C@@H](Cc1ccc(O)cc1)C(=O)O
HOMO-LUMO gap, Ha: 0.3552

***

Model 2:
Molecular formula: C13H17N3O5
Method: DFT, ωB97M-V/def2-TZVPD

Geometry (Å):
C -1.52 -1.60 0.00
C -0.96 -0.20 0.38
C -2.97 -1.87 0.62
C -4.04 -0.91 0.18
C 0.03 1.85 0.07
C -0.81 3.17 0.15
C 1.43 2.33 -0.54
C 2.45 1.23 -0.14
C 3.21 1.16 0.91
C 2.64 0.34 -1.20
C 3.78 -0.21 1.10
C 3.31 -0.85 -1.12
C 3.99 -1.05 0.08
H -0.38 -3.16 -1.10
H 0.42 -2.08 1.36
H -1.70 -1.61 -1.20
H -2.89 -1.71 1.73
H -3.21 -2.97 0.29
H -5.90 -2.20 -0.68
H -6.29 -0.59 -1.04
H -0.70 0.48 -1.47
H 0.16 1.66 1.24
H 1.68 3.36 -0.01
H 1.32 2.60 -1.51
H 3.21 1.86 1.69
H 2.18 0.76 -2.04
H 4.52 -0.22 1.90
H 3.60 -1.57 -1.86
H 5.03 -2.59 1.02
H -2.48 2.25 -0.41
N -0.81 -2.70 0.47
N -5.42 -1.14 -0.23
N -0.49 0.62 -0.52
O -1.02 0.13 1.62
O -3.68 0.26 -0.12
O -0.25 4.27 0.91
O 4.80 -2.22 -0.01
O -2.22 3.12 -0.54

Highest occupied orbital energy, eV: -9.13
HOMO-LUMO gap, Ha: 0.2935

***

List of relative energies, unit hartree: model 1 0.0000; model 2 0.4746